No. 1
# C3H3ClNO

A 2-piece molecular cluster, C3H3ClNO overall in a non-equilibrium geometry (the ωB97M-V functional and the def2-TZVPD basis, the Open Molecules 2025 dataset).

Geometry as XYZ:
```
9
Properties=species:S:1:pos:R:3:forces:R:3
C 2.65695 -0.06693 -0.04494 -1.79 -0.98 -0.45
C -0.70784 1.28566 -0.02042 -2.43 1.62 1.17
C 1.48620 0.46874 -0.18886 3.35 -1.84 0.59
N 0.36620 0.85881 -0.43731 -1.66 0.67 -1.13
O -1.69073 1.79870 0.27224 1.47 -1.08 -0.60
Cl -3.88274 -1.34433 -0.13334 -0.29 -0.69 0.47
H 3.48383 0.58081 0.20205 0.47 -0.32 0.04
H -4.33418 -2.36798 0.55414 0.34 0.73 -0.47
H 2.62231 -1.21348 -0.20357 0.54 1.90 0.38
```
Forces are in eV/Å.

Summary:
- Kohn-Sham gap: 7.8 eV
- Energy relative to the best compared isomer or geometry (same formula, charge and spin): 0.1585 eV
- Charge: +1
- Multiplicity: 1
- F_max: 3.869 eV/A

natural (NBO) population analysis, charges in e, atoms 1 to 4: number 1, C, carries -0.483; number 2, C, carries 1.006; number 3, C, carries 0.600; number 4, N, carries -0.532

No. 2
# C3H3ClO2

A single C3H3ClO2 molecule in a non-equilibrium geometry (the ωB97M-V functional and the def2-TZVPD basis, the Open Molecules 2025 dataset).

Geometry as XYZ:
```
9
Properties=species:S:1:pos:R:3:forces:R:3
C -1.15868 0.17304 0.08506 0.38 -4.21 1.15
C 0.32873 0.29243 -0.11897 -1.12 2.00 -0.17
Cl 0.95928 1.87010 0.29116 -0.02 0.20 0.13
O 1.02750 -0.24059 -1.33334 0.32 -0.57 -0.94
C 1.29519 -0.71023 -0.16391 5.52 -7.48 6.19
O 2.06058 -1.65339 0.59928 -5.02 6.32 -5.77
H -1.12133 -0.47850 1.10008 -0.91 1.46 -2.24
H -1.80149 -0.35026 -0.71509 1.55 0.47 1.15
H -1.58978 1.09741 0.25573 -0.70 1.81 0.49
```
Forces are in eV/Å.

Summary:
- Kohn-Sham gap: 10.8 eV
- Energy relative to the best compared isomer or geometry (same formula, charge and spin): 3.2098 eV
- Charge: 0
- Multiplicity: 1
- SMILES string: C[C@]1(Cl)OC1=O
- F_max: 11.168 eV/A

natural (NBO) population analysis, charges in e, atoms 1 to 4: number 1, C, carries -0.655; number 2, C, carries 0.114; number 3, Cl, carries 0.027; number 4, O, carries -0.387

No. 3
# C3H3ClO2

A single C3H3ClO2 molecule in a non-equilibrium geometry (the ωB97M-V functional and the def2-TZVPD basis, the Open Molecules 2025 dataset).

Geometry as XYZ:
```
9
Properties=species:S:1:pos:R:3:forces:R:3
C 0.84708 1.06715 0.66168 3.17 1.79 -0.04
C 0.77145 0.08764 -0.41032 -0.96 -1.14 2.23
C -1.28042 -1.10863 0.16762 0.31 3.29 0.25
O 0.21357 1.37323 -0.51703 -0.26 0.11 -0.52
O -0.02631 -1.07841 -0.25495 1.31 1.02 -1.55
Cl -2.45302 0.12946 0.02082 0.21 -0.11 -0.26
H 1.88212 1.72324 0.86112 -2.83 -1.58 -0.03
H 1.64294 -0.17609 -0.95344 0.35 -0.08 -0.91
H -1.59742 -2.01760 0.42449 -1.30 -3.31 0.85
```
Forces are in eV/Å.

Summary:
- Kohn-Sham gap (alpha / beta): 10.2 / 6.5 eV
- Energy relative to the best compared isomer or geometry (same formula, charge and spin): 5.9203 eV
- Charge: 0
- Multiplicity: 1
- F_max: 3.661 eV/A

natural (NBO) population analysis, charges in e, atoms 1 to 4: number 1, C, carries 0.088; number 2, C, carries 0.265; number 3, C, carries 0.047; number 4, O, carries -0.433

No. 4
# C3H3ClO2

A single C3H3ClO2 molecule in a non-equilibrium geometry (the ωB97M-V functional and the def2-TZVPD basis, the Open Molecules 2025 dataset).

Geometry as XYZ:
```
9
Properties=species:S:1:pos:R:3:forces:R:3
C 0.14486 0.05199 0.00758 -0.43 4.19 -2.72
C 1.40785 0.83600 0.15070 -0.60 1.35 0.77
O 1.53905 2.02294 0.35406 -0.55 -0.56 0.56
C 2.55330 0.15047 -0.44172 -0.77 0.14 -1.79
O 2.37767 0.17877 -1.63179 1.78 -0.97 0.14
Cl 3.80024 -0.50392 0.50982 0.67 -0.28 -0.02
H 0.22827 -0.93515 0.07989 0.93 -4.23 -0.43
H -0.31092 0.41560 -0.98914 0.76 -0.94 1.36
H -0.56468 0.25944 0.71003 -1.81 1.30 2.13
```
Forces are in eV/Å.

Summary:
- Kohn-Sham gap: 10.5 eV
- Energy relative to the best compared isomer or geometry (same formula, charge and spin): 0.9954 eV
- Charge: 0
- Multiplicity: 1
- SMILES string: CC(=O)C(=O)Cl
- F_max: 5.013 eV/A

natural (NBO) population analysis, charges in e, atoms 1 to 4: number 1, C, carries -0.706; number 2, C, carries 0.491; number 3, O, carries -0.494; number 4, C, carries 0.415

No. 5
# C3H3ClOS

A single C3H3ClOS molecule in a non-equilibrium geometry (the ωB97M-V functional and the def2-TZVPD basis, the Open Molecules 2025 dataset).

Geometry as XYZ:
```
9
Properties=species:S:1:pos:R:3:forces:R:3
C -1.77058 -0.64240 -0.25632 3.80 -3.84 4.48
C -0.44759 -0.57733 0.25638 -3.74 -0.14 -3.33
Cl 0.39726 -2.13708 0.67606 -0.48 2.14 0.06
C 0.24092 0.78496 -0.03760 -0.13 -0.55 -0.31
O 1.33066 1.00695 0.64811 2.11 -3.44 1.91
S -0.16151 2.00290 -1.05204 -0.86 -0.68 0.04
H -2.50803 -1.45685 0.02620 1.33 0.86 -0.82
H -2.08578 0.21953 -0.65087 -1.46 3.09 -1.52
H 1.64270 0.07425 1.00474 -0.56 2.57 -0.51
```
Forces are in eV/Å.

Summary:
- Kohn-Sham gap: 8.3 eV
- Energy relative to the best compared isomer or geometry (same formula, charge and spin): 1.6192 eV
- Charge: 0
- Multiplicity: 1
- SMILES string: C=C(Cl)C(O)=S
- F_max: 7.021 eV/A

natural (NBO) population analysis, charges in e, atoms 1 to 4: number 1, C, carries -0.270; number 2, C, carries -0.141; number 3, Cl, carries -0.011; number 4, C, carries 0.178

No. 6
# C3H3ClOS

A single C3H3ClOS molecule in a non-equilibrium geometry (the ωB97M-V functional and the def2-TZVPD basis, the Open Molecules 2025 dataset).

Geometry as XYZ:
```
9
Properties=species:S:1:pos:R:3:forces:R:3
O -0.08849 -1.62282 -1.12543 -0.36 2.14 0.70
C -0.02639 -0.39619 -1.33318 0.94 -5.36 -1.67
C -0.01892 0.57685 -0.22452 -0.74 1.32 -2.02
S -0.27026 2.08423 -0.88343 0.37 -1.08 1.82
C -0.04796 0.04060 1.18955 -0.11 3.08 1.62
Cl 1.40524 -1.01764 1.59952 -1.43 0.86 -0.37
H 0.10363 -0.29818 -2.46628 -0.24 1.81 1.51
H 0.00925 1.06467 1.86385 -0.07 -2.89 -1.39
H -1.06611 -0.43152 1.37993 1.63 0.12 -0.19
```
Forces are in eV/Å.

Summary:
- Kohn-Sham gap: 7.8 eV
- Energy relative to the best compared isomer or geometry (same formula, charge and spin): 1.7306 eV
- Charge: 0
- Multiplicity: 1
- SMILES string: O=CC(=S)CCl
- F_max: 5.693 eV/A

natural (NBO) population analysis, charges in e, atoms 1 to 4: number 1, O, carries -0.501; number 2, C, carries 0.287; number 3, C, carries -0.190; number 4, S, carries 0.168

No. 7
# C3H3ClS2

A single C3H3ClS2 molecule in a non-equilibrium geometry (the ωB97M-V functional and the def2-TZVPD basis, the Open Molecules 2025 dataset).

Geometry as XYZ:
```
9
Properties=species:S:1:pos:R:3:forces:R:3
Cl -3.01408 0.31105 -0.22632 1.09 0.09 -0.04
C -1.27133 0.24711 -0.09184 -1.01 -3.52 0.38
C -0.41537 1.18414 0.11384 1.82 2.62 0.19
S 1.27910 0.87887 0.40751 0.13 -1.03 -0.07
C 1.21224 -0.89151 -0.11111 -2.05 0.53 4.50
S -0.48280 -1.46886 0.16656 -1.28 1.65 -0.83
H -0.51132 2.26312 0.15294 -0.92 -0.07 -0.16
H 1.53912 -0.98339 -1.04841 1.26 -0.58 -3.62
H 1.66444 -1.54052 0.63683 0.95 0.31 -0.35
```
Forces are in eV/Å.

Summary:
- Kohn-Sham gap: 8.9 eV
- Energy relative to the best compared isomer or geometry (same formula, charge and spin): 0.5426 eV
- Charge: 0
- Multiplicity: 1
- SMILES string: ClC1=CSCS1
- F_max: 4.977 eV/A

natural (NBO) population analysis, charges in e, atoms 1 to 4: number 1, Cl, carries 0.040; number 2, C, carries -0.165; number 3, C, carries -0.426; number 4, S, carries 0.271

No. 8
# C3H3ClS2

A single C3H3ClS2 molecule in a non-equilibrium geometry (the ωB97M-V functional and the def2-TZVPD basis, the Open Molecules 2025 dataset).

Geometry as XYZ:
```
9
Properties=species:S:1:pos:R:3:forces:R:3
C -0.66942 -0.71945 0.86009 -0.91 0.00 -3.68
C -1.46305 -1.74044 0.68161 1.12 0.40 1.78
C -0.54749 0.31285 -0.27888 -0.23 0.10 0.37
S -3.00936 1.81595 0.11399 -0.21 0.30 0.21
S -1.07899 1.89052 0.36097 -1.01 0.76 0.13
Cl -2.49276 -2.21198 -0.43958 -1.63 -0.83 -1.61
H -0.02455 -0.71042 1.63214 1.98 0.34 2.70
H 0.47219 0.69978 -0.57944 -0.72 -1.71 -0.21
H -1.32014 0.00238 -1.04777 1.61 0.64 0.31
```
Forces are in eV/Å.

Summary:
- Kohn-Sham gap (alpha / beta): 7.8 / 7.3 eV
- Energy relative to the best compared isomer or geometry (same formula, charge and spin): 3.0435 eV
- Charge: 0
- Multiplicity: 1
- F_max: 3.789 eV/A

natural (NBO) population analysis, charges in e, atoms 1 to 4: number 1, C, carries -0.348; number 2, C, carries 0.010; number 3, C, carries -0.610; number 4, S, carries -0.199

No. 9
# C3H3CoO2

C3H3CoO2 as an isolated structure in a non-equilibrium geometry (the ωB97M-V functional and the def2-TZVPD basis, the Open Molecules 2025 dataset).

Geometry as XYZ:
```
9
Properties=species:S:1:pos:R:3:forces:R:3
H 3.06329 -1.81016 1.28385 -0.28 0.44 0.00
O 0.95752 -0.39506 2.13444 -1.86 0.61 -1.77
O 0.31803 -0.84738 4.14881 1.01 0.05 -0.24
C 2.28034 -1.58653 0.55189 -1.74 -4.30 0.29
C 1.08674 -1.11642 0.98239 2.00 4.16 0.80
C 1.22506 -1.08410 3.32886 0.14 -1.21 1.60
H 0.41893 -0.77604 0.17378 -0.80 -1.03 0.77
H 1.59851 -2.59454 0.36458 2.06 1.04 -1.46
Co -1.35681 0.08293 4.26522 -0.53 0.25 0.00
```
Forces are in eV/Å.

Summary:
- Kohn-Sham gap (alpha / beta): 6.0 / 6.8 eV
- Energy relative to the best compared isomer or geometry (same formula, charge and spin): 2.2947 eV
- Charge: -1
- Multiplicity: 4
- F_max: 4.689 eV/A

natural (NBO) population analysis, charges in e, atoms 1 to 4: number 1, H, carries 0.200; number 2, O, carries -0.604; number 3, O, carries -0.877; number 4, C, carries -0.599

No. 10
# C3H3CrO3

C3H3CrO3 as an isolated structure in a non-equilibrium geometry (the ωB97M-V functional and the def2-TZVPD basis, the Open Molecules 2025 dataset).

Geometry as XYZ:
```
10
Properties=species:S:1:pos:R:3:forces:R:3
C 0.33579 1.05043 0.45557 -0.03 0.27 0.90
C 0.38688 -1.24999 -0.09040 0.11 -0.89 -1.92
O 1.05255 -0.03756 0.18804 -0.12 0.01 1.42
O -0.87083 1.13686 0.10587 -0.37 -0.89 -0.57
C -0.15074 -1.43975 -1.37577 -2.47 -1.94 0.01
H 1.03822 -2.09481 0.19455 -0.12 0.85 0.55
H -0.80153 -1.54065 0.15720 1.78 0.22 0.26
H -1.03967 -0.82542 -1.58762 1.21 1.27 -0.57
O 0.88703 1.96544 1.12269 1.01 -0.52 -0.37
Cr -0.83770 3.03545 0.82986 -1.01 1.62 0.29
```
Forces are in eV/Å.

Summary:
- Kohn-Sham gap (alpha / beta): 6.4 / 7.9 eV
- Energy relative to the best compared isomer or geometry (same formula, charge and spin): 4.0800 eV
- Charge: 0
- Multiplicity: 6
- F_max: 3.139 eV/A

natural (NBO) population analysis, charges in e, atoms 1 to 4: number 1, C, carries 0.950; number 2, C, carries -0.178; number 3, O, carries -0.497; number 4, O, carries -0.820